The following is a DFT calculation (ωB97M-V/def2-TZVPD) of a molecular structure, C22H32F5IrN3O2S2Si at a distorted geometry.

Summary:
E_LUMO (alpha / beta)	-5.12 / -8.17	eV
total energy	-77856.216	eV
total charge	+2
HOMO (alpha / beta)	-13.254 / -14.663	eV
multiplicity	6
gap between HOMO and LUMO (alpha / beta)	8.13 / 6.50	eV

CARTESIAN COORDINATES (ANGSTROEM)
Ir: -0.109 -0.087 0.011
F: 5.215 -3.772 2.866
C: 4.058 -3.185 2.741
C: 3.781 -2.453 1.584
F: 4.695 -2.349 0.637
C: 2.562 -1.862 1.445
F: 2.348 -1.163 0.319
C: 1.556 -1.968 2.425
S: -0.007 -1.313 2.294
C: 1.889 -2.691 3.596
F: 1.005 -2.806 4.562
C: 3.114 -3.292 3.751
F: 3.399 -3.968 4.844
O: -2.041 1.398 -0.199
C: -2.156 2.078 -1.493
C: -2.734 1.202 -2.581
C: -1.979 -0.119 -2.764
C: -0.538 0.081 -3.124
C: -0.126 0.126 -4.445
C: 1.217 0.257 -4.750
C: 2.138 0.376 -3.719
C: 1.678 0.347 -2.426
N: 0.368 0.201 -2.122
H: -2.889 0.965 -0.020
H: -1.143 2.398 -1.728
H: -2.775 2.963 -1.362
H: -2.741 1.785 -3.505
H: -3.775 0.963 -2.346
H: -2.472 -0.703 -3.540
H: -2.028 -0.701 -1.849
H: -0.867 0.043 -5.231
H: 1.547 0.255 -5.782
H: 3.196 0.494 -3.912
H: 2.361 0.439 -1.590
C: 1.203 4.507 1.132
N: -0.119 4.142 1.667
C: -1.135 5.198 1.511
C: -0.418 2.917 2.093
S: 0.669 1.591 1.661
N: -1.464 2.723 2.891
C: -2.098 1.415 3.067
C: -1.902 3.729 3.881
H: 1.400 5.542 1.402
H: 1.219 4.415 0.045
H: 1.981 3.883 1.555
H: -1.011 5.628 0.518
H: -1.013 5.993 2.244
H: -2.133 4.781 1.586
H: -2.003 0.823 2.167
H: -3.154 1.577 3.274
H: -1.659 0.876 3.907
H: -1.211 4.562 3.917
H: -1.907 3.248 4.859
H: -2.908 4.089 3.668
C: 0.701 -3.334 -2.856
Si: -0.061 -3.464 -1.182
C: -1.660 -4.415 -1.421
C: 0.995 -4.499 -0.069
O: -0.438 -1.960 -0.529
H: 0.899 -4.336 -3.251
H: 1.654 -2.787 -2.813
H: 0.034 -2.808 -3.548
H: -1.366 -5.395 -1.809
H: -2.302 -3.897 -2.139
H: -2.183 -4.522 -0.466
H: 1.041 -5.514 -0.473
H: 0.587 -4.542 0.948
H: 2.018 -4.102 -0.019

=====

The following is a DFT calculation (ωB97M-V/def2-TZVPD) of 8 unconnected molecules or ions with the total composition C5H23O9 at a distorted geometry.

Summary:
E_LUMO	2.98	eV
total energy	-23989.390	eV
total charge	-1
HOMO	-6.279	eV
relative energy (zero: lowest compared OMol25 entry of this formula, charge and spin)	0.00	kcal/mol
gap between HOMO and LUMO	9.25	eV

CARTESIAN COORDINATES (ANGSTROEM)
O: 1.999 -1.598 -1.149
C: 1.176 -1.093 -0.367
O: 0.125 -1.588 0.115
C: 1.434 0.342 0.120
C: 0.281 1.325 -0.202
C: -0.187 1.089 -1.666
C: 0.918 1.111 -2.761
H: 1.692 0.406 1.176
H: 2.314 0.867 -0.291
H: -0.637 1.115 0.365
H: 0.546 2.364 -0.071
H: -0.517 0.027 -1.594
H: -0.979 1.764 -1.979
H: 1.233 2.139 -2.992
H: 0.436 0.796 -3.679
H: 1.752 0.411 -2.696
H: 0.720 1.372 3.426
H: -0.494 1.914 4.148
O: 0.212 2.188 3.535
H: -0.311 -2.728 2.972
H: -0.425 -1.687 1.826
O: -0.567 -1.821 2.795
H: 0.468 -4.006 -2.061
H: 1.232 -2.689 -2.164
O: 0.786 -3.389 -2.726
H: -2.646 -1.883 -1.134
H: -2.304 -1.410 0.281
O: -3.007 -1.815 -0.238
H: -1.523 -0.512 3.741
H: -2.105 0.601 3.059
O: -1.843 0.390 3.967
H: 1.921 3.817 1.363
H: 0.851 3.495 2.426
O: 1.558 4.130 2.198
H: -0.992 -2.522 -3.239
H: -1.376 -1.017 -3.203
O: -1.741 -1.906 -3.301

=====

The following is a DFT calculation (ωB97M-V/def2-TZVPD) of 7 unconnected molecules or ions with the total composition C9H38NO11P2 at a distorted geometry.

Summary:
E_LUMO	2.10	eV
total energy	-52534.442	eV
total charge	-1
HOMO	-3.650	eV
gap between HOMO and LUMO	5.75	eV

CARTESIAN COORDINATES (ANGSTROEM)
C: -0.731 2.423 2.367
O: -0.776 2.257 0.897
C: 0.563 1.927 0.353
C: 0.498 1.577 -1.264
C: 1.948 0.942 -1.694
P: 1.885 -0.982 -1.967
O: 1.683 -1.290 -0.265
C: 0.725 -2.372 0.003
C: -0.647 -1.846 0.748
N: -1.857 -2.729 0.543
C: -2.504 -2.540 -0.812
C: -3.081 -1.034 -1.104
C: -4.199 -0.496 -0.032
O: -3.727 -1.042 -2.442
P: 4.102 -1.003 -1.781
O: 4.541 -2.396 -0.773
O: 4.660 -1.472 -3.397
H: -1.725 2.931 2.788
H: -0.628 1.352 2.827
H: 0.221 3.093 2.592
H: 1.125 1.093 0.966
H: 1.210 2.926 0.434
H: -0.436 0.944 -1.577
H: 0.425 2.636 -1.811
H: 2.816 1.200 -0.928
H: 2.249 1.471 -2.720
H: 1.990 -2.375 -2.317
H: 1.962 -0.684 -3.403
H: 0.441 -0.975 -2.129
H: 0.456 -3.041 -0.919
H: 1.258 -3.097 0.787
H: -0.408 -1.872 1.917
H: -0.796 -0.720 0.466
H: -1.482 -3.725 0.525
H: -1.777 -2.928 -1.668
H: -3.436 -3.284 -0.843
H: -2.223 -0.238 -1.155
H: -3.738 0.452 0.517
H: -5.122 -0.073 -0.660
H: -4.564 -1.288 0.749
H: -3.271 -0.323 -2.972
H: 5.230 -2.114 -0.083
H: 3.927 -1.352 -4.069
O: 7.621 -0.175 -1.828
H: 8.239 0.404 -2.300
H: 6.876 -0.270 -2.439
O: -2.596 1.166 3.932
H: -3.012 0.306 3.775
H: -3.157 1.579 4.606
O: -0.502 4.344 5.135
H: -0.962 5.046 4.651
H: -1.001 3.543 4.915
O: 3.837 -5.057 1.116
H: 3.310 -5.616 0.526
H: 3.888 -4.209 0.650
O: 0.007 6.767 3.102
H: 0.348 7.111 2.263
H: 0.780 6.765 3.686
O: -7.077 -0.822 -2.698
H: -6.113 -0.889 -2.775
H: -7.275 0.073 -3.011

=====

The following is a DFT calculation (ωB97M-V/def2-TZVPD) of C22H26N2O3S in the gas phase.

Summary:
E_LUMO	0.51	eV
total energy	-43195.299	eV
SMILES	COc1ccccc1CN1C[C@H](C(=O)NCc2ccc(SC)cc2)CCC1=O
HOMO	-8.329	eV
relative energy (zero: lowest compared OMol25 entry of this formula, charge and spin)	6.64	kcal/mol
gap between HOMO and LUMO	8.84	eV

CARTESIAN COORDINATES (ANGSTROEM)
C: -0.247 2.704 -0.376
H: -0.409 3.291 0.527
O: 0.879 1.901 -0.112
C: 1.365 1.107 -1.112
C: 0.707 0.885 -2.317
C: 1.262 0.049 -3.273
C: 2.477 -0.568 -3.044
C: 3.134 -0.351 -1.844
C: 2.596 0.476 -0.871
C: 3.286 0.606 0.463
N: 3.059 -0.589 1.259
C: 4.015 -1.549 1.345
O: 5.157 -1.386 0.965
C: 3.520 -2.819 2.011
C: 2.247 -3.378 1.349
C: 1.398 -2.258 0.743
C: -0.097 -2.539 0.800
O: -0.626 -3.213 1.656
N: -0.780 -1.925 -0.192
H: -0.286 -1.326 -0.837
C: -2.228 -1.886 -0.239
C: -2.736 -0.507 0.086
C: -2.463 0.049 1.334
C: -2.888 1.323 1.643
C: -3.598 2.073 0.706
C: -3.876 1.527 -0.538
C: -3.440 0.246 -0.840
H: -3.661 -0.169 -1.813
H: -4.422 2.083 -1.283
S: -4.065 3.702 1.202
C: -5.068 4.315 -0.182
H: -4.457 4.409 -1.075
H: -5.421 5.294 0.126
H: -5.913 3.653 -0.347
H: -2.679 1.754 2.610
H: -1.918 -0.531 2.063
H: -2.571 -2.200 -1.230
H: -2.575 -2.608 0.507
C: 1.691 -0.965 1.524
H: 1.035 -0.149 1.220
H: 1.539 -1.146 2.594
H: 1.688 -2.088 -0.299
H: 2.519 -4.090 0.570
H: 1.648 -3.907 2.092
H: 3.319 -2.579 3.057
H: 4.323 -3.555 1.984
H: 2.909 1.475 1.006
H: 4.367 0.688 0.330
H: 4.081 -0.832 -1.645
H: 2.911 -1.214 -3.791
H: 0.735 -0.114 -4.201
H: -0.242 1.358 -2.519
H: -0.066 3.376 -1.220
H: -1.137 2.100 -0.571

=====

The following is a DFT calculation (ωB97M-V/def2-TZVPD) of 3 unconnected molecules or ions with the total composition C29H42ClF5N4O8 at a distorted geometry.

Summary:
E_LUMO	-0.69	eV
total energy	-79200.996	eV
SMILES	CCCCc1c(CCCCN)c(C[C@H](C)Cl)c2c(c1CCCCOC(C)=O)C(=O)N(C(F)(F)C(F)(F)F)C2=O.C[N+](=O)[O-].C[N+](=O)[O-]
HOMO	-9.594	eV
gap between HOMO and LUMO	8.90	eV

CARTESIAN COORDINATES (ANGSTROEM)
C: 5.490 -1.649 -0.971
C: 4.270 -1.480 -1.908
C: 2.943 -1.637 -1.141
C: 1.801 -0.661 -1.571
C: 1.056 -0.138 -0.360
C: 0.188 -1.033 0.329
C: -0.090 -2.432 -0.171
C: -1.511 -2.528 -0.775
C: -1.608 -1.939 -2.188
C: -2.834 -2.502 -2.918
N: -2.605 -3.790 -3.595
C: -0.484 -0.637 1.516
C: -1.359 -1.572 2.330
C: -0.703 -1.958 3.673
C: 0.193 -3.195 3.566
Cl: -1.989 -2.220 4.893
C: -0.297 0.687 1.916
C: 0.497 1.581 1.213
C: 1.207 1.208 0.063
C: 2.038 2.239 -0.659
C: 3.541 1.954 -0.849
C: 4.097 2.730 -2.047
C: 4.002 2.100 -3.415
O: 2.628 2.078 -3.856
C: 2.336 1.157 -4.782
C: 0.908 0.723 -4.796
O: 3.144 0.722 -5.548
C: 0.458 2.899 1.919
O: 1.032 3.907 1.657
N: -0.383 2.713 3.048
C: -1.199 3.765 3.581
F: -1.297 3.620 4.916
F: -0.662 4.954 3.343
C: -2.674 3.762 3.022
F: -2.720 3.220 1.811
F: -3.500 3.129 3.826
F: -3.102 5.026 2.924
C: -0.880 1.381 3.088
O: -1.604 0.957 3.928
H: 5.869 -0.675 -0.671
H: 6.295 -2.194 -1.452
H: 5.224 -2.193 -0.068
H: 4.357 -2.259 -2.658
H: 4.356 -0.502 -2.364
H: 3.148 -1.473 -0.085
H: 2.632 -2.670 -1.257
H: 1.102 -1.224 -2.175
H: 2.235 0.148 -2.141
H: 0.575 -2.743 -0.960
H: -0.001 -3.146 0.640
H: -2.247 -2.018 -0.161
H: -1.767 -3.584 -0.857
H: -0.723 -2.180 -2.772
H: -1.737 -0.857 -2.115
H: -3.201 -1.791 -3.655
H: -3.643 -2.643 -2.203
H: -2.269 -4.448 -2.898
H: -1.819 -3.661 -4.224
H: -1.560 -2.491 1.797
H: -2.317 -1.091 2.498
H: -0.097 -1.125 4.004
H: 1.231 -2.870 3.537
H: -0.026 -3.800 2.695
H: 0.090 -3.785 4.470
H: 1.597 2.370 -1.649
H: 1.960 3.196 -0.168
H: 4.051 2.357 0.027
H: 3.776 0.897 -0.864
H: 3.551 3.674 -2.107
H: 5.136 3.011 -1.895
H: 4.423 1.101 -3.484
H: 4.570 2.712 -4.114
H: 0.278 1.326 -4.150
H: 0.861 -0.316 -4.486
H: 0.537 0.770 -5.814
C: -2.718 -6.174 1.551
N: -1.499 -5.938 0.730
O: -1.647 -5.642 -0.439
O: -0.429 -6.042 1.289
H: -3.587 -6.039 0.919
H: -2.658 -7.188 1.934
H: -2.702 -5.456 2.367
C: -5.537 6.550 2.633
N: -6.442 7.733 2.638
O: -7.243 7.831 3.544
O: -6.311 8.524 1.728
H: -5.766 5.939 3.497
H: -5.716 6.012 1.707
H: -4.521 6.923 2.670

=====

The following is a DFT calculation (ωB97M-V/def2-TZVPD) of 3 unconnected molecules or ions with the total composition C25H46BN2O7S2 at a distorted geometry.

Summary:
E_LUMO	-2.85	eV
total energy	-66324.556	eV
total charge	+1
HOMO	-10.205	eV
gap between HOMO and LUMO	7.36	eV

CARTESIAN COORDINATES (ANGSTROEM)
C: 7.252 1.474 4.657
C: 7.006 0.839 3.318
C: 8.049 0.304 2.559
C: 7.787 -0.302 1.336
C: 6.494 -0.384 0.804
C: 6.311 -1.090 -0.528
C: 5.537 -2.414 -0.295
C: 5.559 -0.263 -1.570
C: 5.461 0.162 1.564
O: 4.141 0.079 1.118
C: 3.527 1.311 0.869
C: 2.141 1.337 1.524
C: 1.479 -0.032 1.423
O: 0.125 0.065 1.802
C: -0.576 0.765 0.772
B: -2.155 0.578 1.020
O: -3.002 1.664 0.794
N: -2.636 -0.689 1.499
C: -3.426 -0.556 2.730
C: -3.315 -1.450 0.435
C: -0.170 2.216 0.820
N: 1.331 2.432 0.881
C: 5.716 0.753 2.797
H: 7.787 2.414 4.521
H: 7.881 0.847 5.280
H: 6.319 1.685 5.168
H: 9.058 0.370 2.939
H: 8.615 -0.729 0.790
H: 7.298 -1.290 -0.930
H: 5.868 -3.188 -0.979
H: 5.715 -2.753 0.721
H: 4.479 -2.225 -0.438
H: 4.554 -0.022 -1.248
H: 6.105 0.624 -1.883
H: 5.453 -0.880 -2.462
H: 4.124 2.147 1.231
H: 3.416 1.437 -0.217
H: 2.286 1.575 2.574
H: 1.569 -0.437 0.413
H: 1.975 -0.674 2.138
H: -0.367 0.331 -0.212
H: -3.296 1.674 -0.127
H: -3.244 0.417 3.188
H: -3.169 -1.334 3.446
H: -4.499 -0.620 2.545
H: -4.336 -1.696 0.708
H: -3.367 -0.897 -0.510
H: -2.810 -2.391 0.218
H: -0.522 2.683 -0.096
H: -0.667 2.735 1.632
H: 1.473 3.264 1.451
H: 1.706 2.646 -0.043
H: 4.894 1.139 3.387
C: -8.698 -4.377 -0.728
C: -9.351 -3.636 0.445
C: -8.222 -3.124 1.350
S: -6.800 -2.878 0.280
O: -5.763 -3.802 0.665
O: -6.534 -1.465 0.154
C: -7.573 -3.471 -1.220
H: -9.412 -4.589 -1.522
H: -8.285 -5.328 -0.384
H: -9.931 -2.792 0.066
H: -10.034 -4.278 0.999
H: -8.469 -2.179 1.826
H: -7.943 -3.858 2.104
H: -6.831 -3.983 -1.828
H: -7.963 -2.604 -1.752
C: -0.096 3.507 -4.379
C: -0.793 2.784 -5.540
C: -1.358 1.468 -4.990
S: -1.693 1.756 -3.250
O: -0.827 0.907 -2.457
O: -3.112 1.763 -3.008
C: -1.067 3.435 -3.204
H: 0.147 4.537 -4.631
H: 0.834 2.992 -4.128
H: -1.606 3.405 -5.919
H: -0.111 2.599 -6.367
H: -2.285 1.178 -5.477
H: -0.637 0.656 -5.056
H: -0.601 3.623 -2.239
H: -1.916 4.103 -3.344

=====

The following is a DFT calculation (ωB97M-V/def2-TZVPD) of 2 unconnected molecules or ions with the total composition C2H7N3O at a distorted geometry.

Summary:
E_LUMO	-0.06	eV
total energy	-8702.292	eV
SMILES	[H]/N=N/[H].CC(N)=O
HOMO	-9.092	eV
relative energy (zero: lowest compared OMol25 entry of this formula, charge and spin)	91.90	kcal/mol
gap between HOMO and LUMO	9.04	eV

CARTESIAN COORDINATES (ANGSTROEM)
C: 1.035 -1.299 0.135
N: -0.535 0.589 -1.538
N: -1.091 1.665 -1.242
C: 0.549 0.130 0.217
N: -0.796 0.256 1.191
O: 1.304 1.069 0.322
H: -1.189 -0.059 -2.020
H: -0.444 2.172 -0.624
H: -0.871 0.909 1.960
H: -1.469 -0.502 1.207
H: 1.901 -1.345 -0.527
H: 1.368 -1.624 1.122
H: 0.239 -1.962 -0.204

=====

The following is a DFT calculation (ωB97M-V/def2-TZVPD) of a molecular structure, C28H21BrGeReS4Sb at a distorted geometry.

Summary:
E_LUMO (alpha / beta)	-10.64 / -11.78	eV
total energy	-207916.766	eV
total charge	+3
HOMO (alpha / beta)	-16.738 / -16.684	eV
multiplicity	2
gap between HOMO and LUMO (alpha / beta)	6.10 / 4.91	eV

CARTESIAN COORDINATES (ANGSTROEM)
Re: -1.322 2.559 -0.442
Br: -3.535 3.706 -0.019
C: -4.633 2.448 -0.971
C: -5.964 2.658 -1.130
C: -6.706 1.664 -1.807
C: -6.092 0.540 -2.259
C: -4.695 0.342 -2.080
C: -4.037 -0.817 -2.545
C: -2.698 -0.988 -2.376
C: -1.935 0.005 -1.747
C: -2.509 1.173 -1.251
C: -3.925 1.333 -1.420
H: -6.451 3.549 -0.757
H: -7.766 1.809 -1.957
H: -6.667 -0.225 -2.763
H: -4.618 -1.578 -3.051
H: -2.218 -1.885 -2.740
H: -0.864 -0.145 -1.664
S: 2.488 3.400 3.639
Sb: 1.294 3.432 1.282
S: -0.373 3.411 -2.038
S: 0.073 1.255 0.691
S: -0.910 4.047 1.465
C: 2.998 1.769 4.539
C: 3.735 2.008 3.284
C: 3.360 1.177 2.143
C: 2.401 0.229 2.256
C: 1.790 -0.069 3.530
C: 2.073 0.663 4.627
Ge: 1.718 -0.606 0.603
C: 0.600 -2.173 0.733
C: 0.954 -3.251 -0.078
C: 0.263 -4.447 0.031
C: -0.787 -4.560 0.931
C: -1.154 -3.482 1.729
C: -0.461 -2.289 1.635
C: 2.900 -0.377 -0.915
C: 4.174 -0.935 -0.793
C: 5.068 -0.853 -1.851
C: 4.699 -0.204 -3.020
C: 3.437 0.362 -3.141
C: 2.538 0.276 -2.090
H: 3.443 2.126 5.463
H: 4.742 2.406 3.323
H: 3.897 1.328 1.211
H: 1.120 -0.917 3.608
H: 1.660 0.422 5.597
H: 1.768 -3.166 -0.790
H: 0.546 -5.290 -0.583
H: -1.326 -5.494 1.011
H: -1.972 -3.580 2.429
H: -0.756 -1.453 2.261
H: 4.478 -1.448 0.114
H: 6.050 -1.296 -1.761
H: 5.397 -0.143 -3.843
H: 3.157 0.866 -4.056
H: 1.552 0.709 -2.199

=====

The following is a DFT calculation (ωB97M-V/def2-TZVPD) of a molecular structure, C2H4F2S2 at a distorted geometry.

Summary:
E_LUMO	0.36	eV
total energy	-29242.828	eV
HOMO	-8.829	eV
relative energy (zero: lowest compared OMol25 entry of this formula, charge and spin)	21.25	kcal/mol
gap between HOMO and LUMO	9.19	eV

CARTESIAN COORDINATES (ANGSTROEM)
C: 0.420 0.612 0.970
C: -0.216 -0.353 -2.711
F: -1.181 -1.029 -3.294
F: -0.644 0.748 -2.097
S: 1.722 -0.088 -0.167
S: 0.609 -1.561 -0.971
H: 0.151 0.043 1.913
H: -0.408 0.789 0.352
H: 0.880 1.454 1.242
H: 0.713 -0.200 -3.426

=====

- total energy of number 5 (C29H42ClF5N4O8)?
  -79200.996 eV